84
Properties=species:S:1:pos:R:3 method="wB97M-V/def2-TZVPD" total_charge=-1 orbital_gap_ha=0.0432 homo_ev=-5.11
F 2.97 -4.99 4.88
H -2.94 1.31 -8.29
F -1.14 -0.22 -4.64
C 1.14 0.95 -3.42
F -1.54 -0.75 -2.54
H 2.27 -4.17 8.09
C 0.57 4.04 -6.40
C -2.32 4.80 1.28
F -0.63 2.56 -3.17
H 0.06 -0.82 2.74
C -1.86 2.08 -6.56
H 0.45 -2.70 9.79
C 1.06 -1.25 2.73
C -5.00 2.25 -6.80
C 1.82 -4.31 4.65
H -1.13 6.24 -4.75
Be 0.09 -0.86 -2.03
C -4.17 0.95 -6.58
H -2.89 5.16 2.12
C 0.56 4.88 -5.11
C 2.62 -5.29 9.91
Br -1.13 -0.94 0.27
S 1.78 1.51 -5.12
O -1.08 -5.30 1.12
H 0.49 -2.00 11.42
O -1.74 6.14 -2.19
F 1.35 4.34 -4.08
Br -0.52 6.36 -7.83
C 1.21 -5.02 10.45
F 1.25 -4.07 5.84
H -6.05 1.95 -6.89
O 1.11 -3.93 11.34
H -1.13 6.18 -1.43
O 2.97 2.26 -4.86
H -0.26 0.72 -6.74
H 1.52 4.24 -6.92
O 0.96 -2.51 3.43
H 2.01 -2.24 10.55
C 1.53 -1.45 1.31
C -1.43 0.36 -3.50
O 3.18 -2.52 3.79
H -2.03 3.06 -7.03
H 3.93 -4.70 8.30
C -0.86 5.20 -4.62
C 3.06 -4.31 8.83
N 3.62 -5.29 10.99
Br -1.30 -0.86 -8.85
H 0.89 -5.90 11.02
Mg 4.06 -7.10 4.94
H 1.71 -0.57 3.28
O 2.12 0.28 -5.81
H -4.08 0.68 -5.53
H 2.55 -1.86 1.30
C -2.78 1.08 -7.24
F 1.98 1.38 -2.51
N -0.44 1.72 -6.84
H 0.48 -4.91 9.63
H 0.90 -2.15 0.78
F 1.23 -0.54 -3.29
H -2.07 2.22 -5.50
H -0.50 -5.30 1.89
H 3.50 -4.42 11.51
Cl -3.35 4.81 -0.15
C 1.01 -2.66 10.73
H -4.71 2.68 -7.76
Cl -0.92 5.86 1.08
C 2.09 -3.00 3.89
H -0.25 4.38 -7.10
H -1.60 4.54 -5.10
F 1.00 -5.12 3.98
H 2.61 -6.29 9.46
F -2.58 0.94 -3.49
H -0.95 4.97 -3.53
H 1.54 -0.50 0.77
H 3.33 -3.34 9.23
H 3.38 -6.01 11.66
Cl -1.78 3.16 1.66
H 1.00 5.84 -5.37
H -4.87 2.96 -5.98
F -0.24 1.13 -1.61
H -2.31 0.04 -7.22
H -4.68 0.17 -7.13
C -0.28 1.32 -2.97
B 0.53 2.50 -6.19


14
Properties=species:S:1:pos:R:3 method="wB97M-V/def2-TZVPD" total_charge=0 orbital_gap_ha=0.3787 relative_energy_kcal_mol=76.4 smiles="C=C1C[C@H]1O.O" homo_ev=-9.52
H -0.62 -1.69 -1.51
C 0.91 0.75 -0.64
H -0.54 2.05 0.24
H -0.90 -1.08 1.54
C -0.06 -0.05 -0.23
H 1.75 0.98 0.02
C -0.98 -1.09 -0.68
O 0.90 -1.94 0.84
H -2.07 -0.97 -0.65
H 0.91 1.21 -1.62
H 0.64 -2.87 0.88
H 0.48 2.92 0.92
C -0.25 -1.17 0.67
O -0.17 2.95 0.22


18
Properties=species:S:1:pos:R:3 method="wB97M-V/def2-TZVPD" total_charge=0 orbital_gap_ha=0.3133 relative_energy_kcal_mol=36.3 homo_ev=-8.70
C 0.73 -1.33 -0.96
I 3.02 0.10 0.07
C 0.05 0.26 0.56
H -0.59 1.87 1.63
H -0.83 -1.15 2.04
C 0.03 -0.21 -1.84
H 1.51 -1.75 -1.58
C -0.53 0.79 -0.80
H -0.14 -1.98 -0.76
C 0.00 0.98 1.84
H -2.01 0.13 1.56
H 0.60 1.17 2.73
H -0.80 -0.72 -2.27
N 1.04 -0.76 0.31
H -0.20 1.87 -0.79
H 0.70 0.20 -2.59
H -1.60 0.74 -0.78
C -1.00 -0.20 1.63


20
Properties=species:S:1:pos:R:3 method="wB97M-V/def2-TZVPD" total_charge=0 orbital_gap_ha=0.3953 relative_energy_kcal_mol=42.8 smiles="C=NCC.CCO" homo_ev=-9.72
H -2.36 0.57 -2.79
H 2.07 -0.68 -0.29
O -0.36 -1.44 -0.87
H -1.76 -1.09 -3.08
H -1.67 0.15 2.42
H -2.36 -0.94 -0.77
H -0.28 1.30 2.97
C -1.55 -0.13 -2.56
C -1.43 -0.46 -1.09
H 2.34 -0.42 2.05
C 2.01 0.35 0.08
H -1.30 0.44 -0.46
H 2.98 0.86 -0.07
C -0.62 0.42 2.39
H 1.81 1.29 2.06
N 0.30 -0.26 1.79
H 1.23 0.89 -0.48
C 1.67 0.33 1.57
H -0.60 0.26 -2.95
H -0.12 -1.44 0.07


92
Properties=species:S:1:pos:R:3 method="wB97M-V/def2-TZVPD" total_charge=+1 orbital_gap_ha=0.1622 homo_ev=-8.94
H 2.71 -3.82 -2.30
H -2.14 3.31 0.30
H 2.65 -2.20 0.41
H -5.82 0.48 -1.46
N 0.32 -3.47 0.09
N 3.41 4.06 0.55
H -3.92 -2.34 -1.26
C -4.31 -3.15 1.38
H 3.84 1.78 -1.51
C -5.29 2.31 -0.47
H -4.44 4.07 0.44
P -1.04 -2.86 -0.80
C 2.02 3.68 0.37
H 1.54 0.60 -1.15
C 1.31 4.72 -0.52
H 2.76 -3.69 1.39
C 5.38 0.31 0.22
H -8.31 2.07 0.73
C 8.08 -0.32 -0.15
H -7.48 4.63 -0.74
C 3.93 0.72 0.37
H 7.42 -1.31 -1.97
H 1.68 -5.78 0.71
N 2.18 2.37 -0.30
C -3.50 -3.83 0.29
H 0.94 -5.95 -0.90
C -2.91 2.65 -0.10
H -4.70 -5.62 0.33
H 1.19 5.65 0.05
C -3.64 -5.35 0.44
H -7.56 3.54 1.40
C 7.68 0.39 0.98
C -7.34 2.56 0.93
H -3.44 -3.96 -1.89
C -3.68 0.65 -1.21
O 5.53 3.44 -0.09
C 1.62 -3.92 -0.45
C -4.99 1.07 -1.09
C 5.77 -0.43 -0.90
H -0.39 2.73 -0.02
C 4.33 3.21 0.02
H 6.00 1.25 2.05
H -6.63 3.84 -2.11
H -5.05 -3.70 -1.18
C 2.75 -3.29 0.37
H 3.73 0.97 1.42
H -1.92 -4.10 2.46
C 7.12 -0.74 -1.09
C 6.33 0.69 1.17
H 3.71 -3.53 -0.09
H -8.23 3.25 -1.56
H -4.03 -3.52 2.37
H 4.89 5.37 1.20
C -2.58 1.40 -0.70
H -6.76 1.94 1.62
H 0.32 4.36 -0.84
H -4.18 -2.06 1.34
C -7.27 3.67 -1.23
N -6.62 2.75 -0.31
H -1.10 -1.28 -0.58
N -2.08 -3.45 0.43
H 1.61 -2.45 -2.08
H 3.26 -0.09 0.06
H -3.06 -5.88 -0.32
H 1.91 4.91 -1.41
C 1.34 3.57 1.74
H 9.13 -0.57 -0.30
C -1.39 -3.77 1.58
H 0.97 -4.07 -2.52
C -0.03 -3.78 1.38
C -0.16 1.77 -0.47
H 2.70 -5.76 -0.74
C 1.20 1.52 -0.67
H 3.38 5.40 2.15
H 0.72 -4.12 2.09
C -3.99 -3.42 -1.10
H 1.26 4.57 2.17
C 1.72 -3.53 -1.92
H -5.37 -3.37 1.23
H 0.34 3.13 1.65
H -1.03 0.13 -1.55
C 1.73 -5.45 -0.33
H 5.01 -0.71 -1.64
C 3.80 5.32 1.14
H 1.94 2.93 2.40
C -1.22 0.95 -0.85
C 3.59 1.97 -0.45
H 3.45 6.17 0.53
C -4.22 3.10 -0.01
H 8.41 0.72 1.72
H -3.47 -0.29 -1.72
H -3.31 -5.69 1.43


| no. | LUMO level (hartree) |
| --- | --- |
| 1 | -0.145 |
| 2 | 0.029 |
| 3 | -0.006 |
| 4 | 0.038 |
| 5 | -0.166 |